18
Properties=species:S:1:pos:R:3:forces:R:3:nbo_charge:R:1 method="wB97M-V/def2-TZVPD" relative_energy_kcal_mol=34.87 e_lumo_ev=0.24 total_energy_ha=-641.12784 largest_force_ev_per_a=4.21
H -2.588 1.054 2.142 -0.52 -0.53 0.95 0.34
N -1.587 1.173 2.065 -0.69 0.67 -0.27 -0.60
C -1.250 0.670 0.971 0.52 -1.19 -1.84 0.31
C 0.086 1.083 0.429 0.55 -1.15 -0.13 -0.30
C 0.787 0.621 -0.608 -1.16 -0.52 -1.08 -0.09
C 2.196 1.016 -0.913 -1.59 -2.06 -2.47 -0.66
C -2.182 -0.453 0.058 0.03 4.09 1.01 -0.41
I -4.280 0.043 0.278 0.28 0.15 -0.12 0.07
C -2.047 -1.862 0.356 0.08 -2.84 1.20 0.08
N -0.996 -2.413 -0.067 0.53 0.66 -0.41 -0.61
H -0.757 -3.372 0.130 -0.72 -0.33 0.34 0.36
H 0.692 1.786 0.982 -0.55 0.09 0.97 0.22
H 0.280 0.082 -1.448 0.51 -0.12 1.06 0.19
H 2.709 1.413 -0.134 0.95 2.64 2.23 0.22
H 2.064 1.536 -1.882 1.15 0.19 0.63 0.23
H 2.872 0.153 -1.008 -0.67 -0.36 -0.89 0.23
H -1.918 -0.204 -0.954 -0.02 -0.23 -0.42 0.25
H -2.886 -2.395 0.947 1.32 0.86 -0.74 0.18